C10H11ClF5PdV | wB97M-V/def2-TZVPD

F_max   3.53 eV Å⁻¹
HOMO energy (spin up / spin down)   0.7982 / -1.2579 eV
ΔE to the lowest compared entry with this formula, charge and spin   0.0 kcal per mole
Calculated total energy   -65820.557 eV

Structure (ORCA input):
```
! wB97M-V def2-TZVPD RIJCOSX def2/J DEFGRID3
* xyz -2 5
V 2.572 -0.144 -1.212
Cl 2.123 0.617 -3.188
C 3.717 -1.717 -1.446
C 3.763 1.073 -0.276
H 4.727 -1.553 -1.030
H 3.269 -2.595 -0.949
H 3.803 -1.924 -2.526
H 4.734 0.590 -0.079
H 3.315 1.370 0.683
H 3.910 1.975 -0.891
Pd -0.227 0.418 1.221
C 0.542 2.124 1.897
C 0.955 -0.837 0.085
H 1.379 1.869 2.571
H 0.885 2.716 1.036
H -0.294 2.612 2.435
H 1.354 -1.384 0.983
H 0.243 -1.526 -0.444
F -2.312 2.107 -0.462
C -2.871 0.923 -0.104
C -2.173 0.008 0.655
C -2.799 -1.185 0.971
F -2.167 -2.143 1.691
C -4.087 -1.488 0.509
F -4.638 -2.679 0.807
C -4.768 -0.572 -0.282
F -5.999 -0.855 -0.753
C -4.161 0.645 -0.571
F -4.797 1.555 -1.329
*
```

Charges in e, computed with natural (NBO), in the same order as the atoms:
1 V 1.186
2 Cl -0.562
3 C -1.119
4 C -1.112
5 H 0.178
6 H 0.194
7 H 0.189
8 H 0.177
9 H 0.208
10 H 0.192
11 Pd 0.541
12 C -0.980
13 C -1.183
14 H 0.173
15 H 0.189
16 H 0.173
17 H 0.165
18 H 0.180
19 F -0.330
20 C 0.277
21 C -0.397
22 C 0.277
23 F -0.334
24 C 0.233
25 F -0.329
26 C 0.203
27 F -0.326
28 C 0.273
29 F -0.335